Arrangement P

This record from OMol25 describes a structure of composition C5H10N2O. The level of theory is ωB97M-V/def2-TZVPD.

Last column: Mulliken charge in e.
CARTESIAN COORDINATES (ANGSTROEM)
1 O 1.002 1.279 -1.214  -0.425
2 N 0.490 1.114 1.236  -0.646
3 N -1.683 -0.677 0.273  -0.378
4 C -0.494 -1.233 0.795  -0.976
5 C 0.674 -0.137 0.311  0.752
6 C -0.042 0.303 -0.940  -0.237
7 C -1.547 0.536 -0.586  -0.601
8 C 1.924 0.352 -0.571  -0.479
9 H 1.948 -0.480 -1.419  0.247
10 H -0.330 -2.099 0.124  0.395
11 H 1.315 1.263 1.885  0.255
12 H -1.587 1.446 0.101  0.307
13 H -2.197 0.491 -1.464  0.339
14 H -2.332 -1.396 -0.183  0.307
15 H -0.085 0.783 2.140  0.254
16 H 0.044 -0.298 -2.013  0.202
17 H 3.162 0.268 -0.230  0.283
18 H -0.265 -1.515 1.753  0.403

The gap between HOMO and LUMO comes out at 9.4814 eV. The HOMO energy comes out at -8.60 eV.



Arrangement Q

This record from OMol25 describes a structure of composition C5H10N2O. The level of theory is ωB97M-V/def2-TZVPD.

Last column: Mulliken charge in e.
CARTESIAN COORDINATES (ANGSTROEM)
1 O -3.187 -0.041 0.459  -0.518
2 N -0.591 1.162 -0.926  -0.506
3 N 1.986 1.517 0.411  -0.561
4 C -2.375 -0.997 -0.170  -0.765
5 C 1.687 0.191 0.101  0.444
6 C -0.505 -0.931 0.479  -0.620
7 C 2.585 -0.702 -0.314  -1.037
8 C -0.240 0.033 -0.294  0.621
9 H -2.607 -2.015 0.143  0.327
10 H 1.492 1.853 1.230  0.230
11 H -0.143 -1.869 0.848  0.379
12 H -3.159 -0.199 1.413  0.334
13 H -2.484 -0.907 -1.247  0.389
14 H 2.981 1.736 0.455  0.205
15 H 3.651 -0.471 -0.370  0.257
16 H 2.296 -1.709 -0.592  0.272
17 H 0.147 1.867 -0.885  0.320
18 H -1.534 1.484 -0.741  0.230

The gap between HOMO and LUMO comes out at 8.5533 eV. The HOMO energy comes out at -7.70 eV.



Tell me which of them is the least stable. Sure, it is arrangement P.